1.
The following is a quantum chemistry calculation of a 5-piece molecular cluster, C22H39FN5OS overall, from the Open Molecules 2025 dataset.

Geometry as XYZ:
```
69
C22H39FN5OS | the Open Molecules 2025 dataset | ωB97M-V/def2-TZVPD
C 1.0387 -1.8579 1.1049
C 1.5931 -2.4898 -0.1759
C 2.8273 -1.8352 -0.7703
C 2.7316 -0.3876 -1.2415
N 2.5879 0.7049 -0.2435
C 3.3199 0.9228 0.7851
S 4.6300 -0.0574 1.3738
C 2.8502 2.1530 1.5451
C 3.9368 2.9963 2.1501
F 2.0610 1.6251 2.5708
C 1.9959 2.8576 0.5160
C 1.6041 1.8095 -0.5310
C 0.1232 1.4172 -0.6820
C -0.7965 1.6947 0.5053
C -2.2896 1.5442 0.1788
C -2.8870 0.1325 0.2225
O -3.3614 -0.3276 -1.0345
C -2.4274 -0.9848 -1.8548
H 0.7729 -2.6326 1.8224
H 1.7588 -1.2118 1.6089
H 0.1323 -1.2912 0.9280
H 0.8193 -2.5863 -0.9394
H 1.8892 -3.5135 0.0456
H 3.6658 -1.9798 -0.0935
H 3.0850 -2.3769 -1.6834
H 3.6223 -0.1389 -1.8223
H 1.8761 -0.2665 -1.9020
H 5.3297 -0.1127 0.2324
H 4.6484 3.2985 1.3817
H 3.4914 3.8862 2.5904
H 4.4765 2.4470 2.9170
H 1.1567 3.3548 0.9903
H 2.5980 3.6286 0.0383
H 1.9229 2.1728 -1.5095
H -0.2430 1.9956 -1.5319
H 0.0417 0.3705 -0.9823
H -0.5260 1.0641 1.3562
H -0.6497 2.7228 0.8340
H -2.4740 1.9435 -0.8221
H -2.8415 2.1610 0.8842
H -3.7617 0.1443 0.8688
H -2.1893 -0.5958 0.6442
H -2.0842 -0.3300 -2.6638
H -1.5602 -1.3280 -1.2836
H -2.9016 -1.8566 -2.3067
C -0.2932 -5.6847 -3.9086
C 0.7587 -5.2269 -3.0125
N 1.5896 -4.8655 -2.3085
H -1.1386 -5.0006 -3.8699
H 0.0848 -5.7296 -4.9281
H -0.6248 -6.6771 -3.6091
C -7.2234 1.5976 0.6904
C -6.0080 1.9520 1.4059
N -5.0389 2.2290 1.9549
H -7.8989 2.4501 0.6574
H -6.9806 1.3012 -0.3287
H -7.7217 0.7687 1.1892
C 5.6952 0.8890 5.3012
C 6.9582 1.1070 5.9911
N 7.9602 1.2777 6.5215
H 5.0879 1.7918 5.3474
H 5.8920 0.6347 4.2600
H 5.1475 0.0730 5.7692
C -5.8684 -0.4283 -3.7062
C -7.1594 -0.0333 -3.1617
N -8.1835 0.2773 -2.7477
H -5.7626 -1.5104 -3.6512
H -5.7978 -0.1150 -4.7463
H -5.0683 0.0361 -3.1306
```

E_HOMO ... -12.23 eV
HOMO-LUMO gap ... 8.06 eV
Net charge ... +1

---

2.
The following is a quantum chemistry calculation of an isolated molecule of C2H5N2P at a distorted geometry, from the Open Molecules 2025 dataset.

Geometry as XYZ:
```
10
C2H5N2P | the Open Molecules 2025 dataset | ωB97M-V/def2-TZVPD
C -0.6483 1.0650 0.0928
N -1.6271 0.6870 0.8093
P -1.6642 -1.1044 0.7924
N 0.0338 -1.1664 0.1768
C 0.2672 0.0638 -0.5593
H -0.5065 2.1489 -0.0515
H -1.0956 -1.2995 2.0315
H 0.6614 -1.0914 0.9764
H -0.0080 -0.0280 -1.6675
H 1.3523 0.2185 -0.5023
```

E_HOMO ... -9.30 eV
Energy relative to the best compared isomer or geometry (same formula, charge and spin) ... 5.1 kcal/mol
HOMO-LUMO gap ... 10.09 eV
Net charge ... 0

---

3.
The following is a quantum chemistry calculation of C18H37BCl4F5KLiMgNO8 as an isolated structure at a distorted geometry, from the Open Molecules 2025 dataset.

Geometry as XYZ:
```
77
C18H37BCl4F5KLiMgNO8 | the Open Molecules 2025 dataset | ωB97M-V/def2-TZVPD
N 2.2933 1.3614 0.3156
C 2.4031 0.2409 -0.6207
C 1.0911 -0.5850 -0.8434
C 0.3097 -0.9488 0.4723
C -0.9081 -0.0051 0.7553
C -2.0606 -0.0178 -0.3056
C -2.2291 1.4941 -0.7711
C -0.9242 2.1530 -0.0134
O -0.3455 3.1738 -0.4254
O -0.6190 1.3701 1.0764
H 1.8599 1.1066 1.1918
H 1.8788 2.1838 -0.1004
H 3.2735 -0.3979 -0.3579
H 2.6587 0.6912 -1.6097
H 0.3776 -0.1094 -1.5558
H 1.3932 -1.5520 -1.3138
H 0.9780 -0.9646 1.3663
H -0.0712 -1.9900 0.3522
H -1.3483 -0.3837 1.7113
H -1.9416 -0.6422 -1.2135
H -3.0849 -0.2774 0.0518
H -2.0128 1.6427 -1.8530
H -3.2015 1.9972 -0.3820
C 1.3808 1.2233 -4.1341
C 0.2451 0.2266 -4.5471
O 0.5362 -0.9249 -4.0235
H 2.3481 0.9042 -4.5217
H 1.1546 2.2159 -4.5653
H 1.4560 1.3355 -3.0477
H 0.1652 0.2937 -5.6442
H -0.6984 0.7413 -4.2126
Mg -2.5233 3.3486 0.7409
C 3.6076 -6.5532 3.2624
C 2.7602 -5.3382 3.5927
O 2.0378 -4.8713 2.4456
C 0.9836 -5.6084 2.0876
O 0.5947 -6.6024 2.6378
O 0.4526 -5.0578 0.9939
C -0.6257 -5.8093 0.4354
H 4.2715 -6.3373 2.4237
H 4.2053 -6.8480 4.1252
H 2.9863 -7.4001 2.9702
H 3.4109 -4.5190 3.8987
H 2.0745 -5.5368 4.4186
H -1.4009 -5.9982 1.1776
H -0.2528 -6.7477 0.0246
H -1.0521 -5.2193 -0.3732
C 5.9939 -0.1969 1.0753
C 6.7243 -1.4213 0.5582
O 6.4642 -2.5519 1.3887
H 6.3016 0.0281 2.0984
H 6.1949 0.6729 0.4474
H 4.9157 -0.3709 1.0962
H 7.8012 -1.2525 0.5581
H 6.4123 -1.6561 -0.4647
H 5.5157 -2.7057 1.3784
B -5.7483 1.0747 2.5580
F -6.9894 0.3636 2.4840
F -5.7255 2.0754 1.6098
F -5.6063 1.6673 3.8711
F -4.6862 0.1859 2.3468
K -7.7354 0.6975 4.6796
C -3.2257 4.2260 -3.8818
C -2.0630 3.9500 -4.8557
O -1.8851 2.6218 -4.9176
H -2.9943 3.8515 -2.8827
H -3.4014 5.3062 -3.7953
H -4.1607 3.7717 -4.2171
H -1.2178 4.5633 -4.4793
H -2.3186 4.4781 -5.7969
C -5.0968 7.3161 2.6796
Cl -3.8132 7.5092 3.8872
Cl -6.5401 8.2041 3.2045
Cl -4.5441 7.9533 1.1232
Cl -5.4896 5.5964 2.5063
Li -4.0080 0.9360 5.2213
F 3.0376 2.6482 -5.5740
```

E_HOMO ... -5.99 eV
HOMO-LUMO gap ... 2.71 eV
Net charge ... 0